{"formula": "CH3ClO2PS", "method": "the ωB97M-V functional and the def2-TZVPD basis", "elements": ["C", "O", "O", "P", "S", "Cl", "H", "H", "H"], "xyz": [[1.05, 0.19, -0.29], [-3.23, -0.11, 0.22], [-1.61, 1.80, 0.61], [-1.86, 0.44, 0.14], [-0.08, -1.02, 0.11], [1.96, -2.54, 0.32], [1.51, -0.17, -1.24], [1.85, 0.35, 0.39], [0.40, 1.06, -0.26]], "lowdin_charge": [-0.65, -0.43, -0.41, 0.40, 0.42, -0.36, 0.04, 0.01, -0.03], "e_homo_ev": -5.0, "fmax_ev_per_a": 3.46, "e_tot_ev": -37830.23694, "orbital_gap_ha": 0.29154, "charge": -1, "de_lowest_ev": 1.686, "e_lumo_ev": 2.9}



{"formula": "C74H77GeKN10O7PS", "method": "the ωB97M-V functional and the def2-TZVPD basis", "elements": ["K", "C", "C", "C", "C", "C", "N", "C", "C", "C", "C", "C", "C", "C", "N", "C", "C", "C", "N", "C", "C", "N", "C", "C", "C", "N", "H", "H", "H", "H", "H", "H", "H", "H", "H", "H", "H", "H", "H", "H", "H", "H", "H", "H", "C", "O", "C", "C", "C", "C", "C", "C", "N", "C", "N", "C", "C", "C", "C", "C", "C", "O", "C", "N", "C", "C", "C", "C", "C", "C", "O", "C", "H", "H", "H", "H", "H", "H", "H", "H", "H", "H", "H", "H", "H", "H", "H", "H", "H", "H", "H", "H", "H", "H", "O", "C", "O", "C", "P", "C", "C", "C", "C", "C", "C", "C", "C", "C", "C", "C", "C", "H", "H", "H", "H", "H", "H", "H", "H", "H", "H", "H", "H", "Ge", "C", "C", "C", "C", "C", "C", "C", "C", "C", "C", "C", "C", "H", "H", "H", "H", "H", "H", "H", "H", "H", "H", "H", "O", "S", "C", "C", "C", "C", "H", "H", "H", "H", "H", "H", "H", "H", "C", "N", "C", "N", "O", "H", "H", "H", "H", "H", "H"], "xyz": [[0.01, -0.85, 0.02], [-3.68, -2.25, -6.83], [-2.98, -2.38, -5.51], [-3.24, -3.45, -4.65], [-2.64, -3.52, -3.42], [-1.78, -2.51, -2.91], [-1.27, -2.63, -1.67], [-2.08, -3.16, -0.74], [-3.48, -2.90, -0.76], [-4.39, -3.65, -0.04], [-3.95, -4.61, 0.85], [-4.91, -5.46, 1.63], [-2.58, -4.73, 1.04], [-1.65, -4.03, 0.29], [-0.30, -4.25, 0.60], [0.27, -5.46, 0.76], [1.51, -5.26, 1.31], [1.60, -3.88, 1.47], [0.51, -3.29, 1.02], [-1.47, -1.48, -3.83], [-2.06, -1.43, -5.08], [-0.59, -0.44, -3.49], [0.26, 0.19, -4.32], [0.87, 1.19, -3.60], [0.31, 1.08, -2.32], [-0.57, 0.10, -2.28], [-4.68, -2.67, -6.77], [-3.15, -2.78, -7.62], [-3.77, -1.21, -7.13], [-3.94, -4.22, -4.95], [-2.83, -4.37, -2.79], [-3.82, -2.23, -1.54], [-5.45, -3.47, -0.18], [-5.76, -5.75, 1.02], [-5.27, -4.90, 2.50], [-4.41, -6.35, 2.00], [-2.21, -5.41, 1.80], [-0.23, -6.37, 0.47], [2.24, -6.01, 1.55], [2.41, -3.29, 1.85], [-1.82, -0.61, -5.74], [0.40, -0.11, -5.34], [1.60, 1.90, -3.94], [0.52, 1.66, -1.45], [6.88, 5.08, -1.42], [6.72, 3.81, -0.86], [7.02, 2.72, -1.65], [7.70, 2.78, -2.85], [7.94, 1.62, -3.58], [7.54, 0.40, -3.08], [6.86, 0.32, -1.88], [6.57, 1.47, -1.16], [5.82, 1.41, 0.02], [4.60, 0.63, -0.12], [4.65, -0.54, 0.53], [4.05, -1.74, 0.04], [2.92, -1.74, -0.74], [2.55, -2.96, -1.31], [3.28, -4.11, -1.09], [4.38, -4.10, -0.24], [4.76, -2.91, 0.36], [5.84, -2.77, 1.22], [6.49, -3.92, 1.69], [3.60, 1.04, -0.79], [3.70, 2.08, -1.68], [4.11, 1.74, -2.97], [4.27, 2.67, -3.98], [3.99, 4.00, -3.71], [3.55, 4.36, -2.46], [3.38, 3.43, -1.43], [2.92, 3.97, -0.26], [2.76, 3.19, 0.90], [6.54, 5.79, -0.66], [6.27, 5.20, -2.32], [7.93, 5.29, -1.66], [8.01, 3.73, -3.25], [8.45, 1.69, -4.53], [7.74, -0.51, -3.64], [6.49, -0.63, -1.51], [5.64, 2.35, 0.34], [5.48, -0.71, 1.07], [1.67, -3.01, -1.95], [2.99, -5.05, -1.56], [4.93, -5.02, -0.05], [7.19, -3.58, 2.45], [7.06, -4.41, 0.89], [5.80, -4.64, 2.13], [4.32, 0.69, -3.15], [4.61, 2.36, -4.95], [4.12, 4.75, -4.48], [3.33, 5.40, -2.23], [2.24, 3.84, 1.60], [3.72, 2.91, 1.34], [2.16, 2.29, 0.72], [-2.80, -2.54, 2.83], [-1.80, -1.87, 2.60], [-1.66, -1.06, 1.64], [-0.59, -1.94, 3.54], [0.53, -0.62, 2.92], [1.97, -0.87, 4.05], [1.89, -1.41, 5.33], [3.03, -1.56, 6.10], [4.26, -1.17, 5.61], [4.35, -0.61, 4.34], [3.21, -0.47, 3.57], [-0.11, 0.82, 3.83], [-1.39, 0.89, 4.36], [-1.81, 2.03, 5.02], [-0.97, 3.12, 5.16], [0.31, 3.07, 4.61], [0.73, 1.93, 3.96], [-0.11, -2.91, 3.44], [-0.92, -1.82, 4.58], [0.93, -1.71, 5.74], [2.96, -2.00, 7.09], [5.15, -1.31, 6.21], [5.31, -0.30, 3.96], [3.27, -0.05, 2.57], [-2.08, 0.07, 4.22], [-2.81, 2.07, 5.44], [-1.30, 4.00, 5.68], [0.96, 3.93, 4.69], [1.71, 1.89, 3.52], [-3.92, -0.55, 0.90], [-5.43, 0.15, -0.35], [-5.68, -0.15, -1.68], [-6.55, 0.63, -2.43], [-7.16, 1.74, -1.87], [-6.92, 2.04, -0.54], [-6.07, 1.25, 0.21], [-4.92, -0.78, 2.65], [-4.74, 0.21, 3.61], [-5.30, 0.09, 4.87], [-6.06, -1.02, 5.18], [-6.27, -2.00, 4.23], [-5.70, -1.87, 2.97], [-3.27, 0.83, 1.17], [-5.19, -0.98, -2.15], [-6.74, 0.38, -3.47], [-7.82, 2.36, -2.46], [-7.39, 2.91, -0.09], [-5.86, 1.50, 1.24], [-4.13, 1.07, 3.37], [-5.14, 0.86, 5.61], [-6.49, -1.12, 6.18], [-6.85, -2.88, 4.47], [-5.85, -2.64, 2.23], [-0.12, 1.82, 1.18], [-1.24, 2.34, 0.38], [-0.60, 3.94, -0.31], [-0.67, 4.93, 0.83], [-2.08, 4.79, 1.39], [-2.30, 3.30, 1.58], [-1.28, 4.22, -1.12], [0.40, 3.79, -0.69], [-0.42, 5.95, 0.53], [0.05, 4.61, 1.60], [-2.80, 5.20, 0.68], [-2.20, 5.32, 2.34], [-3.33, 3.01, 1.39], [-1.99, 2.96, 2.56], [-3.53, 2.08, -4.61], [-3.40, 1.63, -3.25], [-3.69, 2.36, -2.15], [-4.22, 3.62, -2.37], [-3.45, 1.97, -1.03], [-3.20, 1.28, -5.27], [-2.91, 2.97, -4.80], [-4.57, 2.32, -4.85], [-2.94, 0.76, -3.07], [-4.75, 3.77, -3.21], [-4.62, 4.03, -1.54]], "lowdin_charge": [0.60, -0.07, -0.30, -0.06, -0.02, -0.24, 0.08, -0.27, -0.10, -0.08, -0.29, -0.05, 0.03, -0.13, -0.08, -0.06, -0.05, -0.15, 0.05, -0.13, -0.01, -0.10, -0.05, -0.02, -0.16, 0.01, 0.07, 0.08, 0.07, 0.11, 0.12, 0.08, 0.12, 0.08, 0.07, 0.07, 0.13, 0.12, 0.09, 0.11, 0.10, 0.12, 0.08, 0.07, -0.09, -0.09, -0.21, -0.03, -0.11, -0.10, -0.02, -0.20, 0.14, -0.39, 0.13, -0.26, -0.08, -0.19, -0.14, -0.08, -0.24, -0.13, -0.11, 0.18, -0.21, -0.04, -0.11, -0.12, -0.04, -0.22, -0.09, -0.08, 0.09, 0.08, 0.09, 0.10, 0.09, 0.10, 0.12, 0.11, 0.13, 0.06, 0.09, 0.09, 0.08, 0.09, 0.09, 0.13, 0.10, 0.09, 0.11, 0.08, 0.09, 0.07, 0.03, -0.75, -0.32, -0.23, 1.08, -0.35, -0.09, -0.10, -0.10, -0.08, -0.11, -0.34, -0.08, -0.10, -0.11, -0.09, -0.10, 0.09, 0.09, 0.10, 0.10, 0.09, 0.10, 0.08, 0.09, 0.09, 0.09, 0.10, 0.10, 1.26, -0.27, -0.12, -0.10, -0.11, -0.10, -0.13, -0.30, -0.14, -0.09, -0.10, -0.09, -0.11, -0.01, 0.09, 0.10, 0.10, 0.10, 0.09, 0.08, 0.10, 0.10, 0.10, 0.08, -0.57, 0.92, -0.27, -0.24, -0.23, -0.28, 0.09, 0.07, 0.12, 0.10, 0.10, 0.11, 0.06, 0.07, -0.08, 0.05, -0.62, 0.18, -0.08, 0.07, 0.09, 0.08, 0.12, 0.08, 0.10], "e_homo_ev": [-2.9, -2.9], "fmax_ev_per_a": 2.42, "e_tot_ev": -200184.09591, "orbital_gap_ha": [0.13927, 0.13925], "charge": -1, "e_lumo_ev": [0.9, 0.9]}



{"formula": "C30H75N3O9", "method": "the ωB97M-V functional and the def2-TZVPD basis", "elements": ["C", "C", "C", "C", "C", "C", "C", "C", "C", "N", "O", "H", "H", "H", "H", "H", "H", "H", "H", "H", "H", "H", "H", "H", "H", "H", "H", "H", "H", "H", "C", "C", "C", "C", "C", "C", "C", "C", "C", "N", "O", "H", "H", "H", "H", "H", "H", "H", "H", "H", "H", "H", "H", "H", "H", "H", "H", "H", "H", "H", "C", "C", "C", "C", "C", "C", "C", "C", "C", "N", "O", "H", "H", "H", "H", "H", "H", "H", "H", "H", "H", "H", "H", "H", "H", "H", "H", "H", "H", "H", "C", "C", "C", "O", "H", "H", "H", "H", "H", "H", "H", "H", "O", "H", "H", "O", "H", "H", "O", "H", "H", "O", "H", "H", "O", "H", "H"], "xyz": [[-1.06, 3.79, -0.80], [-1.69, 4.71, 0.22], [-3.02, 5.17, -0.40], [-1.97, 3.96, 1.51], [-2.34, 4.90, 2.66], [-1.24, 5.95, 2.91], [-0.83, 6.70, 1.64], [-1.80, 7.88, 1.41], [0.57, 7.27, 1.88], [-0.75, 5.79, 0.51], [-0.34, 6.46, -0.67], [-1.69, 2.90, -0.82], [-0.99, 4.18, -1.81], [-0.04, 3.45, -0.58], [-2.89, 5.76, -1.31], [-3.72, 4.35, -0.58], [-3.59, 5.83, 0.26], [-2.81, 3.28, 1.36], [-1.12, 3.32, 1.74], [-3.22, 5.45, 2.33], [-2.52, 4.28, 3.54], [-0.41, 5.47, 3.43], [-1.72, 6.65, 3.60], [-1.39, 8.60, 0.69], [-2.08, 8.38, 2.33], [-2.72, 7.55, 0.91], [0.84, 7.98, 1.09], [1.32, 6.47, 1.83], [0.68, 7.70, 2.87], [-1.09, 7.03, -0.92], [2.23, -3.57, -1.13], [1.74, -3.41, -2.58], [2.14, -2.03, -3.09], [2.45, -4.43, -3.48], [1.96, -5.85, -3.25], [0.45, -5.96, -3.46], [-0.34, -4.92, -2.66], [-1.72, -4.78, -3.32], [-0.59, -5.44, -1.22], [0.31, -3.61, -2.76], [-0.48, -2.59, -2.18], [1.81, -4.44, -0.64], [3.32, -3.53, -1.09], [1.87, -2.71, -0.56], [1.72, -1.25, -2.44], [3.23, -1.92, -3.03], [1.88, -1.86, -4.13], [2.24, -4.18, -4.53], [3.52, -4.34, -3.29], [2.47, -6.57, -3.89], [2.19, -6.15, -2.22], [0.18, -6.97, -3.16], [0.17, -5.86, -4.51], [-1.60, -4.44, -4.35], [-2.34, -4.03, -2.83], [-2.27, -5.72, -3.27], [0.30, -5.81, -0.71], [-1.38, -6.19, -1.21], [-1.00, -4.63, -0.61], [-0.49, -2.79, -1.22], [-2.92, -2.72, 2.35], [-2.09, -1.45, 2.57], [-2.74, -0.24, 1.90], [-2.08, -1.16, 4.07], [-1.18, -2.11, 4.86], [0.23, -2.11, 4.33], [0.34, -2.34, 2.81], [1.71, -1.83, 2.40], [0.28, -3.84, 2.51], [-0.71, -1.58, 2.12], [-0.63, -1.82, 0.72], [-2.71, -3.53, 3.06], [-3.99, -2.54, 2.50], [-2.75, -3.13, 1.35], [-2.70, -0.30, 0.81], [-3.81, -0.25, 2.11], [-2.29, 0.69, 2.22], [-1.75, -0.14, 4.31], [-3.08, -1.23, 4.50], [-1.15, -1.73, 5.89], [-1.62, -3.11, 4.92], [0.79, -2.93, 4.80], [0.82, -1.24, 4.64], [2.52, -2.41, 2.84], [1.88, -0.79, 2.66], [1.89, -1.94, 1.32], [-0.57, -4.36, 2.96], [1.20, -4.30, 2.86], [0.16, -4.00, 1.44], [-0.83, -0.96, 0.33], [3.43, 0.54, 0.18], [4.37, 1.09, -0.87], [5.79, 0.66, -0.66], [3.97, 0.59, -2.17], [3.78, 0.71, 1.20], [3.28, -0.54, 0.04], [2.43, 0.97, 0.10], [4.29, 2.18, -0.92], [6.21, 1.08, 0.26], [6.47, 0.98, -1.45], [5.90, -0.43, -0.61], [3.02, 0.78, -2.20], [0.32, 1.14, 1.79], [0.04, 1.03, 0.87], [0.25, 0.24, 2.15], [-0.50, 0.42, -1.07], [0.15, 1.03, -1.44], [-1.09, 0.20, -1.81], [-0.72, -1.49, -4.88], [-0.16, -1.92, -4.23], [-1.22, -0.85, -4.37], [-2.10, 0.78, -3.69], [-1.90, 1.62, -4.11], [-3.03, 0.62, -3.88], [1.42, 2.02, -2.48], [1.39, 1.78, -3.42], [1.63, 2.96, -2.47]], "lowdin_charge": [-0.05, -0.53, -0.03, -0.14, -0.16, -0.13, -0.51, -0.03, -0.04, -0.10, -0.01, 0.08, 0.08, 0.08, 0.08, 0.09, 0.06, 0.12, 0.11, 0.10, 0.11, 0.12, 0.11, 0.08, 0.08, 0.07, 0.08, 0.09, 0.09, 0.09, -0.01, -0.51, -0.03, -0.14, -0.18, -0.13, -0.51, -0.04, -0.03, -0.10, -0.03, 0.06, 0.10, 0.06, 0.07, 0.09, 0.09, 0.13, 0.12, 0.11, 0.11, 0.12, 0.12, 0.09, 0.08, 0.09, 0.07, 0.08, 0.07, 0.07, -0.02, -0.51, -0.02, -0.14, -0.18, -0.13, -0.50, -0.04, -0.01, -0.10, -0.04, 0.07, 0.09, 0.08, 0.08, 0.09, 0.07, 0.12, 0.12, 0.11, 0.10, 0.12, 0.12, 0.10, 0.08, 0.06, 0.08, 0.09, 0.06, 0.05, -0.05, -0.48, -0.07, -0.08, 0.09, 0.07, 0.06, 0.13, 0.08, 0.08, 0.08, 0.02, -0.07, -0.01, 0.00, -0.06, 0.01, 0.03, -0.07, -0.02, -0.02, -0.03, 0.06, 0.07, -0.03, 0.08, 0.08], "e_homo_ev": -8.3, "fmax_ev_per_a": 1.40, "smiles": "CC1(C)CCCC(C)(C)N1O.CC1(C)CCCC(C)(C)N1O.CC1(C)CCCC(C)(C)N1O.CC(C)O.O.O.O.O.O", "e_tot_ev": -55222.22215, "orbital_gap_ha": 0.30279, "de_lowest_ev": 1.385, "e_lumo_ev": 0.0}